Here is a molecular structure, C26H41KN6OS4 at a distorted geometry from the OMol25 dataset. Energies are from wB97M-V/def2-TZVPD.

Cartesian coordinates (Å):
K (-0.5587, -1.2865, -0.1344)
C (2.4680, -3.3260, -2.3737)
C (1.2068, -2.9449, -3.1613)
N (0.7912, -1.5581, -2.9844)
C (1.3555, -0.6536, -3.9673)
C (1.1539, 0.7843, -3.5175)
N (1.9542, 1.0193, -2.3268)
C (1.6111, 2.2449, -1.6215)
C (2.4838, 2.4359, -0.3838)
C (2.0327, 1.6102, 0.8230)
N (1.9417, 0.1929, 0.5503)
C (3.2143, -0.4653, 0.3143)
C (3.1130, -1.9704, 0.5682)
N (1.9536, -2.5946, -0.0396)
C (2.1979, -3.7268, -0.9183)
H (3.1948, -2.5032, -2.4028)
H (2.9320, -4.1856, -2.8705)
H (0.3901, -3.6021, -2.8480)
H (1.3803, -3.1597, -4.2298)
H (-0.2313, -1.5119, -3.0458)
H (0.9178, -0.8010, -4.9694)
H (2.4329, -0.8370, -4.0461)
H (0.0757, 0.9379, -3.3409)
H (1.4661, 1.4784, -4.3090)
H (1.7728, 0.2362, -1.7014)
H (0.5536, 2.2677, -1.3200)
H (1.7723, 3.0839, -2.3114)
H (2.4645, 3.4897, -0.0835)
H (3.5177, 2.1913, -0.6469)
H (1.0376, 1.9519, 1.1247)
H (2.7237, 1.8280, 1.6615)
H (1.4025, -0.2926, 1.2769)
H (4.0087, -0.0611, 0.9725)
H (3.5367, -0.2853, -0.7170)
H (3.0974, -2.1285, 1.6527)
H (4.0290, -2.4430, 0.1937)
H (1.2587, -2.7824, 0.6742)
H (1.3188, -4.3780, -0.9070)
H (3.0526, -4.3261, -0.5561)
S (-2.5664, -1.2312, -2.7568)
S (-3.4346, -3.0083, -2.2066)
S (-2.2332, -4.0945, -0.9027)
S (-1.1898, -5.5725, -1.8342)
C (-2.7726, 4.2889, -2.9787)
C (-1.9432, 3.2117, -2.6293)
N (-1.9761, 2.6256, -1.4568)
C (-2.8565, 3.0634, -0.5428)
C (-3.7224, 4.1495, -0.7841)
C (-3.6548, 4.7617, -2.0460)
C (-4.6355, 4.5838, 0.2305)
C (-4.7010, 3.9468, 1.4157)
C (-3.8683, 2.8142, 1.6911)
C (-3.9593, 2.0908, 2.8938)
C (-3.1775, 0.9852, 3.0759)
C (-2.2853, 0.6142, 2.0550)
N (-2.1505, 1.2944, 0.9349)
C (-2.9371, 2.3671, 0.7344)
H (-2.7051, 4.7290, -3.9652)
H (-1.2214, 2.8179, -3.3380)
H (-4.3126, 5.5957, -2.2669)
H (-5.2837, 5.4280, 0.0219)
H (-5.4047, 4.2711, 2.1748)
H (-4.6670, 2.4102, 3.6520)
H (-3.2419, 0.3883, 3.9759)
H (-1.6448, -0.2635, 2.1670)
C (-0.8050, -1.6548, 4.3706)
C (0.4391, -1.7769, 3.4575)
C (0.9754, -3.2177, 3.5976)
C (1.5051, -0.8021, 4.0126)
O (0.1352, -1.4978, 2.1539)
H (-0.5982, -1.9840, 5.3945)
H (-1.6123, -2.2648, 3.9571)
H (-1.1355, -0.6128, 4.4065)
H (1.2117, -3.4770, 4.6360)
H (1.8793, -3.3379, 2.9946)
H (0.2252, -3.9142, 3.2168)
H (1.7442, -0.9973, 5.0639)
H (1.1330, 0.2228, 3.9188)
H (2.4244, -0.8816, 3.4270)

Results
* charge: -2
* orbital gap: 3.85 eV
* E_HOMO: -0.081 eV
* ΔE to the lowest compared entry with this formula, charge and spin: 0.0000 eV
* multiplicity: 1

=====

Here is a molecular structure, C49H38BF9FeO2P2 from the OMol25 dataset. Energies are from wB97M-V/def2-TZVPD.

Cartesian coordinates (Å):
Fe (0.5856, -1.9667, 0.1923)
C (4.4382, 2.3396, -0.5329)
C (4.5796, 1.8608, 0.7659)
C (4.1790, 0.5746, 1.0814)
C (3.6339, -0.2472, 0.0950)
C (3.5040, 0.2337, -1.2047)
C (3.9044, 1.5268, -1.5189)
P (3.1043, -1.9488, 0.4319)
C (4.6524, -2.8915, 0.5649)
C (5.7844, -2.4732, -0.1297)
C (6.9770, -3.1671, 0.0123)
C (7.0387, -4.2866, 0.8289)
C (5.9000, -4.7303, 1.4877)
C (4.7057, -4.0419, 1.3504)
C (2.4034, -1.9986, 2.1122)
C (3.1062, -1.9343, 3.3170)
C (2.4178, -2.1013, 4.5060)
C (1.0460, -2.3568, 4.5005)
C (0.3456, -2.4211, 3.3066)
C (1.0221, -2.2321, 2.1059)
H (4.7399, 3.3509, -0.7701)
H (4.9970, 2.4967, 1.5347)
H (4.2633, 0.2247, 2.1016)
H (3.0758, -0.3973, -1.9757)
H (3.7849, 1.8978, -2.5277)
H (5.7455, -1.6020, -0.7710)
H (7.8578, -2.8289, -0.5161)
H (7.9736, -4.8166, 0.9497)
H (5.9404, -5.6142, 2.1095)
H (3.8208, -4.3981, 1.8631)
H (4.1797, -1.7870, 3.3291)
H (2.9508, -2.0480, 5.4457)
H (0.5288, -2.5173, 5.4377)
H (-0.7179, -2.6303, 3.3174)
F (-8.2186, -3.4769, 2.0744)
C (-7.3755, -4.4451, 1.6791)
F (-7.9559, -5.0808, 0.6505)
F (-7.2629, -5.3188, 2.6870)
C (-6.0395, -3.8677, 1.2796)
C (-5.9432, -3.1744, 0.0754)
C (-4.7332, -2.6323, -0.3093)
C (-3.6165, -2.7816, 0.5140)
C (-3.7206, -3.4659, 1.7158)
C (-4.9388, -4.0130, 2.1025)
P (-2.0407, -1.9894, 0.0774)
C (-1.8232, -2.3073, -1.7116)
C (-1.2246, -1.4059, -2.5880)
C (-0.9519, -1.7793, -3.9020)
C (-1.2618, -3.0528, -4.3345)
C (-1.8445, -3.9706, -3.4640)
C (-2.1167, -3.6041, -2.1626)
C (-0.9710, -3.4870, -5.7495)
F (-2.0931, -3.8680, -6.3781)
F (-0.4108, -2.5088, -6.4714)
F (-0.1322, -4.5367, -5.7660)
C (-2.4215, -0.2180, 0.2786)
C (-2.9291, 0.6064, -0.7203)
C (-3.2391, 1.9296, -0.4419)
C (-3.0610, 2.4217, 0.8403)
C (-2.5763, 1.6030, 1.8513)
C (-2.2518, 0.2885, 1.5685)
C (-3.4129, 3.8495, 1.1733)
F (-3.6138, 4.5900, 0.0742)
F (-4.5327, 3.9104, 1.9121)
F (-2.4387, 4.4395, 1.8856)
H (-6.8158, -3.0613, -0.5537)
H (-4.6611, -2.0959, -1.2471)
H (-2.8556, -3.5790, 2.3573)
H (-5.0242, -4.5519, 3.0351)
H (-0.9761, -0.4016, -2.2722)
H (-0.5009, -1.0690, -4.5803)
H (-2.0792, -4.9688, -3.8088)
H (-2.5691, -4.3247, -1.4930)
H (-3.0710, 0.2350, -1.7254)
H (-3.6083, 2.5774, -1.2244)
H (-2.4340, 1.9980, 2.8484)
H (-1.8447, -0.3406, 2.3518)
C (-0.7172, 6.8938, -0.3079)
C (0.2219, 6.0107, -1.1419)
C (-0.3454, 5.9026, -2.5573)
C (1.6068, 6.6699, -1.2179)
C (0.3766, 4.6396, -0.4816)
C (0.6480, 4.5661, 0.8906)
C (0.8126, 3.3626, 1.5682)
C (0.7049, 2.2195, 0.8132)
O (0.7922, 0.8945, 1.2174)
B (0.5859, 0.1726, 0.0646)
O (0.3802, 0.9769, -1.0420)
C (0.4558, 2.2729, -0.5387)
C (0.2780, 3.4552, -1.2180)
H (-0.9717, 7.7947, -0.8676)
H (-0.2565, 7.2117, 0.6273)
H (-1.6436, 6.3695, -0.0693)
H (-0.4617, 6.9024, -2.9761)
H (-1.3268, 5.4238, -2.5624)
H (0.3177, 5.3498, -3.2244)
H (1.5271, 7.6722, -1.6419)
H (2.2800, 6.0853, -1.8479)
H (2.0573, 6.7541, -0.2282)
H (0.7347, 5.4822, 1.4579)
H (0.9959, 3.3276, 2.6327)
H (0.0708, 3.4497, -2.2773)

Results
* charge: +1
* orbital gap (spin up / spin down): 8.03 / 6.56 eV
* E_HOMO (spin up / spin down): -10.844 / -10.875 eV
* ΔE to the lowest compared entry with this formula, charge and spin: 0.6621 eV
* expectation value of S²: 8.765
* multiplicity: 6

=====

Here is a molecular structure, C24H17Cl2F9LiN2O3P at a distorted geometry from the OMol25 dataset. Energies are from wB97M-V/def2-TZVPD.

Cartesian coordinates (Å):
Li (0.6572, -2.4416, 1.0912)
N (-2.6221, -4.5289, 0.2552)
C (-1.3179, -4.3170, 0.5645)
N (-0.4626, -5.3307, 0.3626)
O (-0.9566, -3.2267, 1.0188)
H (-2.9732, -5.4386, 0.0106)
H (-3.2748, -3.8147, 0.5263)
H (-0.7277, -6.1600, -0.1394)
H (0.5188, -5.0985, 0.4339)
F (-5.2649, 4.3906, -1.2428)
C (-4.9054, 4.2680, 0.0479)
F (-4.4685, 5.4820, 0.4274)
F (-6.0344, 4.0413, 0.7312)
C (-3.8629, 3.2029, 0.2436)
C (-2.7083, 3.2594, -0.5312)
C (-1.7417, 2.2835, -0.3890)
C (-1.9121, 1.2482, 0.5256)
C (-3.0629, 1.2142, 1.3028)
C (-4.0414, 2.1846, 1.1675)
P (-0.6337, -0.0735, 0.7597)
C (-0.1716, -0.3286, -0.9846)
C (1.1486, -0.5802, -1.3533)
C (1.4553, -0.9669, -2.6448)
C (0.4373, -1.0976, -3.5821)
C (-0.8786, -0.8290, -3.2351)
C (-1.1805, -0.4631, -1.9382)
C (0.7883, -1.5425, -4.9750)
F (1.5917, -2.6176, -4.9786)
F (-0.2842, -1.8662, -5.7143)
F (1.4372, -0.5868, -5.6667)
C (0.6746, 1.0320, 1.4189)
C (0.8333, 1.0183, 2.8008)
C (1.7541, 1.8440, 3.4180)
C (2.5258, 2.6941, 2.6399)
C (2.3780, 2.7170, 1.2588)
C (1.4535, 1.8895, 0.6520)
C (3.5629, 3.5840, 3.2693)
F (4.8162, 3.1982, 2.9644)
F (3.4950, 3.6178, 4.6066)
F (3.4568, 4.8589, 2.8516)
H (-2.5822, 4.0614, -1.2415)
H (-0.8541, 2.3260, -1.0018)
H (-3.1973, 0.4135, 2.0163)
H (-4.9406, 2.1497, 1.7641)
H (1.9332, -0.4938, -0.6202)
H (2.4730, -1.1961, -2.9222)
H (-1.6599, -0.9286, -3.9736)
H (-2.2094, -0.2807, -1.6637)
H (0.2337, 0.3450, 3.3975)
H (1.8839, 1.8247, 4.4897)
H (2.9931, 3.3802, 0.6681)
H (1.3611, 1.9040, -0.4237)
Cl (4.9824, -4.1818, 0.8123)
C (4.1545, -2.8413, 0.0200)
Cl (4.0444, -3.1407, -1.7160)
C (2.7378, -2.7404, 0.6063)
O (1.9684, -3.6906, 0.4297)
O (2.4443, -1.6989, 1.2110)
H (4.7378, -1.9339, 0.1762)

Results
* orbital gap: 9.19 eV
* E_HOMO: -9.198 eV
* multiplicity: 1

=====

Here is 2 unconnected molecules or ions with the total composition C19H39N4O6P at a distorted geometry from the OMol25 dataset. Energies are from wB97M-V/def2-TZVPD.

Cartesian coordinates (Å):
C (2.1555, 2.2127, 3.5307)
C (2.5957, 2.8847, 2.1556)
C (4.1628, 2.8086, 2.1383)
C (2.0292, 1.9518, 1.0186)
C (0.7295, 2.4886, 0.2989)
C (-0.5786, 2.3287, 1.1626)
C (-1.0811, 3.6276, 1.8730)
C (-2.4984, 3.2969, 2.4507)
O (-2.6495, 2.6610, 3.4363)
O (-3.6067, 3.7522, 1.7394)
C (0.5366, 1.5563, -0.9645)
O (0.5368, 1.9979, -2.1208)
O (0.3677, 0.3239, -0.7031)
C (1.0411, 3.9520, -0.1833)
C (1.8293, 4.8577, 0.8398)
C (3.1244, 5.3694, 0.1364)
C (0.9352, 6.1588, 1.0714)
N (2.0243, 4.2588, 2.1836)
O (2.8596, 5.0119, 2.8513)
H (1.1153, 2.4963, 3.8115)
H (2.8178, 2.6580, 4.3091)
H (2.2701, 1.1092, 3.5016)
H (4.4390, 1.8601, 1.6274)
H (4.5851, 2.7773, 3.1691)
H (4.6660, 3.6498, 1.6248)
H (2.7801, 1.7205, 0.2291)
H (1.7437, 0.9701, 1.4578)
H (-0.4295, 1.4822, 1.8665)
H (-1.3906, 2.0284, 0.4546)
H (-0.4464, 3.9798, 2.7066)
H (-1.2615, 4.4255, 1.1176)
H (-3.2975, 3.7790, 0.8157)
H (1.6766, 3.8723, -1.0953)
H (0.0911, 4.4097, -0.5342)
H (3.6238, 6.1796, 0.7156)
H (2.7889, 5.8606, -0.8104)
H (3.8310, 4.5714, -0.1692)
H (1.5979, 7.0440, 1.2241)
H (0.3280, 6.3928, 0.1706)
H (0.3191, 6.0262, 1.9824)
O (-1.8484, -4.9190, 0.4659)
P (-2.1361, -4.7873, -1.0318)
N (-1.0786, -6.0670, -1.5257)
C (0.3477, -6.0263, -1.2552)
C (-1.6029, -7.3813, -1.1804)
N (-1.5094, -3.2137, -1.2177)
C (-0.3418, -2.8392, -1.9904)
C (-1.6109, -2.3269, -0.0576)
N (-2.7006, -4.6480, -2.7341)
C (-4.1644, -4.7541, -2.8123)
C (-2.1193, -5.3299, -3.8794)
H (0.8461, -6.8657, -1.7486)
H (0.5772, -6.0677, -0.1828)
H (0.8088, -5.1353, -1.6751)
H (-2.6158, -7.5016, -1.5848)
H (-1.6512, -7.5297, -0.0944)
H (-0.9945, -8.1782, -1.6155)
H (0.5849, -3.0008, -1.4283)
H (-0.3811, -1.7778, -2.2498)
H (-0.2714, -3.3672, -2.9430)
H (-0.8065, -2.5197, 0.6619)
H (-2.5660, -2.4582, 0.4517)
H (-1.5549, -1.2783, -0.3564)
H (-4.5015, -5.7842, -2.6436)
H (-4.5361, -4.4163, -3.7828)
H (-4.6278, -4.1174, -2.0512)
H (-2.3532, -6.4019, -3.8996)
H (-1.0397, -5.2135, -3.9285)
H (-2.5142, -4.8862, -4.8002)

Results
* charge: -1
* orbital gap (spin up / spin down): 6.36 / 6.36 eV
* E_HOMO (spin up / spin down): -4.792 / -4.791 eV
* ΔE to the lowest compared entry with this formula, charge and spin: 3.1075 eV
* expectation value of S²: 0.754
* multiplicity: 2

=====

Calculated total energy / hartree: -3611.90608 -4910.44303 -3428.30439 -1759.07829